{"formula": "C24H21N4O3SSeTi", "method": "ωB97M-V/def2-TZVPD", "charge": 1, "e_above_lowest_ev": 0.397, "lumo_energy_ev": [-3.2860, -3.3452], "s2": 2.01, "energy_ev": -136625.9124, "largest_force_ev_per_a": 0.54, "multiplicity": 3, "homo_ha": [-0.32812, -0.39792], "symbols": ["Ti", "Se", "N", "C", "C", "C", "C", "C", "N", "C", "C", "N", "C", "C", "C", "C", "C", "N", "H", "H", "H", "H", "H", "H", "C", "C", "O", "C", "C", "C", "C", "C", "C", "O", "H", "H", "H", "H", "H", "H", "H", "O", "S", "C", "C", "C", "C", "H", "H", "H", "H", "H", "H", "H", "H"], "positions_angstrom": [[0.14465, -0.66285, 0.01327], [-6.59591, -3.67659, 1.00941], [-6.01562, -2.40501, -0.08289], [-4.70937, -2.45763, -0.06802], [-3.85420, -1.56356, -0.84621], [-4.36949, -0.61930, -1.72484], [-3.50014, 0.18673, -2.43969], [-2.13858, 0.05062, -2.21277], [-1.63348, -0.84278, -1.36922], [-2.46483, -1.67449, -0.71683], [-1.86365, -2.71579, 0.12912], [-0.51998, -2.80401, 0.16940], [0.04203, -3.80459, 0.84588], [-0.68945, -4.76320, 1.52272], [-2.07123, -4.65461, 1.53245], [-2.67336, -3.61935, 0.83177], [-4.12561, -3.46662, 0.76597], [-4.96153, -4.22336, 1.42708], [-5.44266, -0.53841, -1.83652], [-3.85981, 0.92212, -3.14401], [-1.42301, 0.69243, -2.71351], [1.12400, -3.82721, 0.85242], [-0.18275, -5.56281, 2.04245], [-2.69435, -5.36173, 2.06368], [-0.79515, 3.61095, 0.28071], [-0.05642, 2.37343, -0.15145], [-0.35217, 1.31036, 0.44267], [0.95647, 2.44484, -1.19552], [1.22775, 3.70075, -1.79042], [2.21729, 3.86872, -2.72223], [2.99107, 2.75387, -3.08456], [2.76002, 1.52305, -2.52915], [1.73447, 1.31562, -1.57954], [1.58670, 0.10780, -1.09309], [-1.50124, 3.34272, 1.06153], [-1.33333, 4.04604, -0.56210], [-0.10263, 4.36471, 0.65816], [0.63587, 4.55691, -1.49975], [2.40319, 4.83435, -3.16900], [3.78120, 2.86664, -3.81649], [3.34825, 0.65848, -2.80928], [1.06136, -0.90522, 1.98428], [2.29322, -0.45859, 2.76477], [3.69115, -0.55815, 1.61399], [4.39294, 0.79359, 1.65508], [3.27496, 1.83422, 1.70424], [2.31680, 1.35582, 2.79028], [3.22101, -0.73342, 0.64236], [4.31262, -1.40804, 1.88710], [5.03681, 0.91607, 0.78486], [5.02384, 0.86976, 2.54367], [2.76673, 1.87939, 0.73996], [3.64999, 2.83184, 1.93017], [1.27820, 1.66716, 2.67729], [2.65735, 1.62836, 3.79037]], "atomic_forces_ev_per_a": [[0.370, -0.205, 0.208], [-0.128, -0.043, 0.029], [0.071, 0.079, -0.041], [0.006, 0.115, -0.126], [0.072, -0.250, 0.070], [0.029, 0.244, -0.209], [-0.153, -0.182, 0.147], [0.113, 0.065, -0.067], [0.297, 0.127, 0.426], [-0.399, 0.069, -0.138], [-0.197, -0.343, 0.113], [-0.045, 0.493, 0.120], [0.134, 0.008, 0.022], [-0.254, 0.016, -0.012], [0.228, -0.090, 0.057], [-0.123, 0.046, -0.132], [0.095, -0.068, 0.060], [0.109, -0.029, 0.011], [0.005, 0.013, -0.010], [-0.017, 0.003, -0.002], [0.024, -0.009, 0.026], [-0.001, 0.027, -0.002], [-0.003, -0.006, 0.006], [0.012, -0.004, 0.004], [0.067, -0.048, 0.027], [0.044, -0.214, -0.113], [0.043, 0.139, -0.194], [-0.274, -0.006, 0.286], [0.078, 0.059, -0.100], [-0.059, -0.140, 0.090], [0.012, 0.042, -0.027], [0.005, -0.072, -0.006], [0.106, -0.104, -0.118], [-0.085, 0.226, 0.015], [0.002, -0.002, -0.005], [-0.007, 0.028, 0.020], [-0.029, 0.018, -0.014], [0.000, 0.010, -0.001], [-0.014, 0.019, 0.014], [-0.002, -0.005, 0.001], [0.007, 0.020, -0.009], [0.019, -0.010, -0.382], [-0.192, -0.166, 0.042], [-0.011, 0.007, -0.066], [0.002, 0.034, 0.002], [0.013, -0.015, 0.001], [-0.053, 0.054, 0.001], [0.036, 0.012, -0.012], [0.015, 0.010, 0.001], [-0.010, 0.000, -0.010], [0.002, 0.006, -0.003], [-0.001, -0.017, 0.024], [0.005, 0.002, -0.006], [0.015, 0.017, -0.005], [0.019, 0.018, -0.015]], "mulliken_charge": [0.5609, 0.2950, -0.8339, 0.8295, 0.8786, -0.6186, -0.8509, -0.4009, -0.2616, -0.0630, -0.2047, -0.3377, -0.3342, -0.7877, -0.5700, 0.7634, 0.7994, -0.8249, 0.5349, 0.4369, 0.5798, 0.4662, 0.4250, 0.5391, -1.8839, 1.5481, -0.3340, 0.7927, -1.0295, -0.8711, -0.5155, -0.7793, 0.3913, -0.3039, 0.4111, 0.4409, 0.3941, 0.3916, 0.4223, 0.4148, 0.5004, -0.5647, 0.1425, -0.3235, -0.8811, 0.2407, -0.6391, 0.0857, 0.5184, 0.3744, 0.3439, -0.4489, 0.4388, 0.2512, 0.4506]}

***

{"formula": "C24H21N5S", "method": "ωB97M-V/def2-TZVPD", "e_above_lowest_ev": 0.000, "lumo_energy_ev": 0.3474, "energy_ev": -43515.8676, "smiles": "Cc1ccc(-c2csc(NCCn3c(-c4ccncc4)nc4ccccc43)n2)cc1", "largest_force_ev_per_a": 1.30, "homo_ha": -0.27995, "symbols": ["C", "C", "C", "C", "C", "C", "C", "S", "C", "N", "C", "C", "N", "C", "C", "C", "C", "N", "C", "C", "N", "C", "C", "C", "C", "C", "C", "N", "C", "C", "H", "H", "H", "H", "H", "H", "H", "H", "H", "H", "H", "H", "H", "H", "H", "H", "H", "H", "H", "H", "H"], "positions_angstrom": [[-4.31037, -4.47694, -0.56701], [-3.68502, -3.16559, -0.19937], [-2.35566, -2.89073, -0.49018], [-1.78585, -1.68059, -0.14268], [-2.53921, -0.70796, 0.50661], [-1.94192, 0.57268, 0.87120], [-2.60657, 1.75966, 0.88622], [-1.56893, 3.05140, 1.37525], [-0.27991, 1.84958, 1.53522], [0.92410, 2.24935, 2.01414], [2.09535, 1.41794, 1.92588], [2.85539, 1.57398, 0.59137], [2.07555, 1.06312, -0.50040], [1.87074, -0.26739, -0.79249], [2.72476, -1.33812, -0.28513], [4.11182, -1.29273, -0.42014], [4.85743, -2.35101, 0.07199], [4.32585, -3.40685, 0.66316], [3.00915, -3.45675, 0.77532], [2.16253, -2.45895, 0.32132], [0.86356, -0.46911, -1.59292], [0.33206, 0.76609, -1.84985], [-0.77426, 1.12619, -2.60971], [-1.09990, 2.46419, -2.66643], [-0.34513, 3.43098, -1.99933], [0.75474, 3.09271, -1.23725], [1.07999, 1.74812, -1.15988], [-0.62257, 0.65013, 1.23706], [-3.87556, -0.97782, 0.79800], [-4.43563, -2.18953, 0.44866], [-3.60653, -5.10678, -1.10508], [-4.63550, -5.00586, 0.32862], [-5.18678, -4.31808, -1.19423], [-1.75612, -3.63088, -1.00136], [-0.76261, -1.46563, -0.40638], [-3.62228, 1.96444, 0.61996], [1.07365, 3.24646, 2.03751], [1.76610, 0.38212, 2.03404], [2.76501, 1.67437, 2.75142], [3.07204, 2.62950, 0.40278], [3.79803, 1.02698, 0.65948], [4.59523, -0.46932, -0.92525], [5.93651, -2.35745, -0.01396], [2.61624, -4.34288, 1.25621], [1.09376, -2.53501, 0.43735], [-1.35386, 0.37396, -3.11959], [-1.96021, 2.77944, -3.23793], [-0.63533, 4.46847, -2.07323], [1.32597, 3.85104, -0.72036], [-4.47104, -0.23878, 1.31407], [-5.47254, -2.38711, 0.68286]], "atomic_forces_ev_per_a": [[-0.021, 0.015, 0.032], [0.013, 0.013, -0.005], [-0.103, -0.047, 0.019], [-0.024, 0.169, 0.111], [-0.130, -0.347, -0.057], [-0.531, 0.860, 0.030], [0.157, -0.097, 0.033], [0.315, -0.647, 0.133], [-0.999, 0.819, 0.112], [0.367, 0.372, 0.094], [0.344, -0.020, -0.183], [-0.009, 0.000, 0.690], [-0.006, -0.232, -0.342], [-0.348, 0.298, -0.285], [0.361, -0.394, 0.223], [-0.210, -0.071, 0.052], [0.145, 0.238, -0.127], [0.288, -0.364, 0.164], [-0.284, -0.015, 0.022], [0.128, 0.218, -0.102], [0.216, -0.618, -0.047], [0.318, 0.659, 0.356], [0.085, -0.003, 0.045], [-0.152, -0.004, -0.129], [0.091, 0.088, 0.026], [0.140, 0.134, 0.012], [-0.411, -0.188, -0.594], [0.701, -0.551, 0.080], [0.106, 0.029, -0.041], [0.007, -0.032, -0.073], [0.002, -0.080, -0.038], [-0.032, -0.096, 0.006], [-0.053, -0.066, -0.052], [0.048, -0.087, -0.071], [0.055, -0.012, 0.015], [-0.250, -0.036, -0.120], [-0.002, -0.107, 0.031], [0.130, 0.051, 0.066], [-0.021, -0.106, -0.035], [0.065, -0.117, -0.006], [-0.061, 0.142, -0.050], [0.038, 0.070, -0.023], [0.074, 0.083, -0.057], [-0.130, -0.027, 0.029], [-0.136, -0.012, 0.029], [-0.081, -0.100, -0.071], [-0.070, 0.016, -0.057], [-0.018, 0.085, -0.003], [0.031, 0.073, 0.046], [-0.037, 0.063, 0.079], [-0.104, -0.022, 0.036]], "mulliken_charge": [-1.4761, 1.0548, -0.8282, 0.0764, 0.4243, 0.0594, -0.7433, -0.2603, 0.4156, -0.0832, -0.7666, -0.9202, 0.2409, 0.8499, 0.0227, -0.3520, -0.4977, -0.6456, -0.4402, -0.3692, -0.7925, 0.8602, -0.5721, -0.5560, -0.7030, -0.9372, 0.5648, -0.3049, -0.7925, -0.6720, 0.3543, 0.3209, 0.3372, 0.3193, 0.1798, 0.4644, 0.2819, 0.3178, 0.4281, 0.4445, 0.4334, 0.5442, 0.3796, 0.4075, 0.4268, 0.4894, 0.4074, 0.4043, 0.3636, 0.4464, 0.3928]}